(1)
53
Properties=species:S:1:pos:R:3 method="wB97M-V/def2-TZVPD" charge=+2 lumo_energy_ha="-0.2502 / -0.2500"
Mo -0.210 1.033 -0.288
C 1.898 1.415 1.943
C 2.617 0.858 0.724
N 1.982 1.410 -0.505
C 2.381 2.828 -0.746
C 1.170 3.646 -1.137
N 0.036 3.287 -0.241
C 0.197 3.807 1.156
C -0.183 2.746 2.172
N 0.405 1.450 1.746
H 2.230 2.431 2.151
H 2.135 0.822 2.824
H 2.539 -0.225 0.688
H 3.676 1.118 0.767
H 2.288 0.849 -1.295
H 3.143 2.884 -1.521
H 2.835 3.217 0.164
H 0.860 3.420 -2.158
H 1.388 4.715 -1.083
H -0.791 3.728 -0.627
H -0.415 4.697 1.292
H 1.232 4.118 1.287
H -1.264 2.623 2.231
H 0.173 3.026 3.166
H 0.003 0.701 2.302
F -3.188 -3.651 -0.220
C -2.988 -2.349 -0.290
C -2.836 -1.634 0.883
C -2.597 -0.275 0.786
C -2.496 0.359 -0.468
C -2.164 1.779 -0.547
C -2.697 -0.415 -1.641
C -2.941 -1.758 -1.558
H -2.914 -2.140 1.835
H -2.533 0.321 1.689
H -2.534 2.418 0.253
H -2.323 2.236 -1.527
H -2.654 0.065 -2.611
H -3.102 -2.373 -2.433
I 0.853 -7.668 -1.138
C 0.696 -5.621 -0.880
C 0.614 -5.091 0.407
C 0.509 -3.726 0.577
C 0.484 -2.885 -0.540
C 0.567 -3.419 -1.829
C 0.672 -4.784 -1.997
C 0.342 -1.460 -0.352
O 0.254 -0.884 0.776
O 0.290 -0.624 -1.346
H 0.633 -5.747 1.266
H 0.441 -3.304 1.572
H 0.547 -2.764 -2.690
H 0.738 -5.206 -2.990

***

(2)
52
Properties=species:S:1:pos:R:3 method="wB97M-V/def2-TZVPD" smiles="CC(C)CC(=O)Nc1ccnn1C1CCN(C(=O)c2ccccc2F)CC1" lumo_energy_ha=0.0145 relative_energy_ev=0.906
C 3.007 5.030 -2.083
C 1.771 4.302 -2.602
C 0.954 5.214 -3.515
C 2.180 3.029 -3.362
C 2.876 2.035 -2.453
O 4.063 1.819 -2.466
N 2.004 1.410 -1.597
C 2.363 0.482 -0.632
C 3.607 0.147 -0.136
C 3.341 -0.834 0.824
N 2.051 -1.082 0.913
N 1.449 -0.289 0.016
C 0.012 -0.287 -0.145
C -0.560 -1.711 -0.165
C -0.582 -2.343 1.229
N -1.258 -1.473 2.159
C -2.429 -1.714 2.776
O -2.953 -0.930 3.546
C -3.076 -3.043 2.488
C -3.094 -4.044 3.450
C -3.772 -5.229 3.222
C -4.459 -5.423 2.035
C -4.468 -4.433 1.068
C -3.779 -3.260 1.310
F -3.782 -2.299 0.357
C -0.618 -0.183 2.294
C -0.668 0.548 0.953
H 3.628 5.356 -2.914
H 2.720 5.905 -1.504
H 3.603 4.377 -1.451
H 1.146 4.021 -1.745
H 1.541 5.503 -4.384
H 0.052 4.713 -3.861
H 0.662 6.116 -2.984
H 1.298 2.563 -3.808
H 2.875 3.295 -4.159
H 1.025 1.645 -1.668
H 4.548 0.551 -0.438
H 4.034 -1.360 1.450
H -0.198 0.166 -1.122
H 0.036 -2.334 -0.833
H -1.578 -1.656 -0.554
H -1.078 -3.314 1.193
H 0.450 -2.475 1.569
H -2.569 -3.883 4.379
H -3.771 -6.001 3.976
H -4.992 -6.345 1.860
H -5.000 -4.555 0.137
H -1.152 0.379 3.061
H 0.422 -0.336 2.598
H -1.710 0.710 0.674
H -0.176 1.518 1.045